No. 1
Formula: C3H6N3
Source: the OMol25 dataset
Level of theory: the ωB97M-V functional and the def2-TZVPD basis

Geometry as XYZ:
```
12
Properties=species:S:1:pos:R:3
C -0.146 -0.559 1.475
C 0.807 0.231 -1.206
C -0.509 -0.434 -0.688
N 0.311 0.583 1.112
N -0.644 -1.241 0.373
N 0.071 0.861 -0.150
H -0.148 -1.064 2.365
H 1.726 -0.149 -0.863
H 0.836 0.667 -2.120
H -1.323 -0.372 -1.372
H -1.448 -1.864 0.440
H 0.466 3.341 0.633
```

Calculated values
Net charge ... +1
E_HOMO (alpha / beta) ... -14.81 / -14.13 eV
Kohn-Sham gap (alpha / beta) ... 10.96 / 6.66 eV

Taken from the natural (NBO) analysis, the atomic charges in e are:
1. C 0.2673
2. C -0.1487
3. C 0.0737
4. N -0.1658
5. N -0.4768
6. N -0.0373
7. H 0.2459
8. H 0.2364
9. H 0.2572
10. H 0.2669
11. H 0.4605
12. H 0.0207



No. 2
Formula: C3H3NO
Source: the OMol25 dataset
Level of theory: the ωB97M-V functional and the def2-TZVPD basis

Geometry as XYZ:
```
8
Properties=species:S:1:pos:R:3
C 2.137 -0.849 1.595
C 0.289 -0.773 0.116
C -0.756 -1.358 -0.288
N 1.395 -0.385 0.736
O 2.924 -1.354 2.451
H -1.635 2.316 0.734
H -0.757 -1.047 -1.333
H -1.707 1.452 0.428
```

Calculated values
E_HOMO ... -10.13 eV
Kohn-Sham gap ... 10.08 eV

Taken from the natural (NBO) analysis, the atomic charges in e are:
1. C 0.9312
2. C 0.2125
3. C -0.3480
4. N -0.5660
5. O -0.4832
6. H -0.0062
7. H 0.2571
8. H 0.0026



No. 3
Formula: C33H46CdOP2Si
Source: the OMol25 dataset
Level of theory: the ωB97M-V functional and the def2-TZVPD basis

Geometry as XYZ:
```
84
Properties=species:S:1:pos:R:3
P 0.415 -2.411 -4.875
P 0.493 1.612 -4.498
C 0.067 -0.912 -5.838
C 1.044 0.278 -5.628
H -0.989 -0.623 -5.674
H 0.147 -1.251 -6.888
H 2.048 -0.053 -5.302
H 1.172 0.767 -6.611
C -0.633 2.607 -5.537
H -1.029 3.449 -4.948
H -1.469 1.984 -5.890
H -0.081 2.996 -6.408
C 1.864 2.675 -4.034
H 1.990 3.455 -4.803
H 2.799 2.096 -3.971
H 1.661 3.161 -3.068
C -0.756 -3.639 -5.468
H -0.900 -4.421 -4.709
H -0.338 -4.089 -6.379
H -1.720 -3.169 -5.707
C 2.046 -2.996 -5.357
H 2.757 -2.165 -5.452
H 1.939 -3.487 -6.335
H 2.418 -3.731 -4.630
Cd 1.760 -0.373 0.942
C -0.667 1.056 -3.196
C -1.925 0.550 -3.733
C -2.626 -0.687 -3.463
C -2.178 -1.627 -2.278
C -1.104 -2.531 -2.597
C 0.221 -2.226 -3.134
C 0.945 -0.938 -2.585
C 0.123 0.256 -2.088
C 1.985 -2.400 1.632
H -0.919 2.057 -2.760
H -2.544 1.328 -4.189
H -2.680 -1.312 -4.379
H -3.684 -0.428 -3.271
H -2.030 -1.029 -1.362
H -3.043 -2.290 -2.066
H -1.316 -3.600 -2.534
H 0.866 -3.063 -2.774
H 1.674 -0.562 -3.323
H 1.584 -1.292 -1.754
H -0.532 -0.015 -1.250
H 0.831 0.980 -1.636
H 1.959 -2.422 2.730
H 2.932 -2.846 1.300
H 1.163 -3.030 1.268
O 0.435 0.804 2.175
Si 0.029 0.950 3.738
C 0.324 2.636 4.509
C 0.506 2.778 5.894
C 0.716 4.046 6.452
C 0.745 5.177 5.631
C 0.568 5.034 4.246
C 0.357 3.768 3.690
C -1.748 0.517 4.183
C -2.258 -0.718 3.755
C -3.537 -1.132 4.145
C -4.330 -0.303 4.946
C -3.843 0.943 5.348
C -2.560 1.359 4.960
C 1.109 -0.179 4.786
C 0.594 -1.201 5.582
C 1.468 -2.085 6.235
C 2.854 -1.934 6.097
C 3.365 -0.906 5.300
C 2.497 -0.017 4.659
H 0.484 1.900 6.547
H 0.852 4.145 7.533
H 0.903 6.168 6.058
H 0.592 5.912 3.600
H 0.211 3.650 2.611
H -1.643 -1.367 3.121
H -3.908 -2.112 3.831
H -5.327 -0.632 5.255
H -4.458 1.594 5.975
H -2.186 2.334 5.278
H -0.487 -1.314 5.698
H 1.058 -2.889 6.847
H 3.538 -2.617 6.609
H 4.445 -0.792 5.170
H 2.896 0.796 4.040
```

Calculated values
E_HOMO ... -4.52 eV
Kohn-Sham gap ... 3.52 eV

Taken from the Mulliken analysis, the atomic charges in e are:
1. P 0.9879
2. P 1.0426
3. C -1.0700
4. C -1.2307
5. H 0.5114
6. H 0.5704
7. H 0.5020
8. H 0.6830
9. C -1.6329
10. H 0.4184
11. H 0.4339
12. H 0.4782
13. C -1.5097
14. H 0.4256
15. H 0.3919
16. H 0.4042
17. C -1.5044
18. H 0.4382
19. H 0.4561
20. H 0.3630
21. C -1.3787
22. H 0.3548
23. H 0.4305
24. H 0.4282
25. Cd 1.2521
26. C 0.9783
27. C -1.8628
28. C -0.5236
29. C -0.8452
30. C -1.7142
31. C 0.7588
32. C -0.5641
33. C -1.6345
34. C -1.2370
35. H 0.5975
36. H 0.5001
37. H -0.0013
38. H 0.4661
39. H 0.1440
40. H 0.4560
41. H 0.3276
42. H 0.5928
43. H 0.2448
44. H 0.0562
45. H 0.5266
46. H 0.4878
47. H 0.1710
48. H 0.4042
49. H 0.3626
50. O -0.4148
51. Si -0.2710
52. C -0.0887
53. C -0.0146
54. C -0.6586
55. C -0.4197
56. C -0.5419
57. C -0.3153
58. C 0.3477
59. C -0.1366
60. C -0.5603
61. C -0.4454
62. C -0.6501
63. C -0.3134
64. C 0.3770
65. C -0.1009
66. C -0.6240
67. C -0.4633
68. C -0.6737
69. C -0.2938
70. H 0.3686
71. H 0.3709
72. H 0.3579
73. H 0.3624
74. H 0.3293
75. H 0.3536
76. H 0.3753
77. H 0.3452
78. H 0.3613
79. H 0.3304
80. H 0.3435
81. H 0.3773
82. H 0.3534
83. H 0.3551
84. H 0.3394



ΔE to the lowest compared entry with this formula, charge and spin / kJ/mol: 634.6; 459.8; 22.1